DFT (wB97M-V/def2-TZVPD) results for a cluster of 11 separate species, C92H196F3N8O8S in total in a non-equilibrium geometry.

Last column: Mulliken charge in e.
Geometry (Å):
C (15.928, 12.259, -1.161)  0.70
C (17.026, 13.321, -1.073)  0.45
O (17.005, 14.251, -1.884)  -0.70
O (17.636, 13.407, -0.031)  -0.72
H (15.586, 12.200, -2.195)  -0.61
H (15.095, 12.479, -0.493)  0.58
H (16.302, 11.248, -0.997)  -0.62
O (15.318, 6.112, -2.811)  1.06
C (15.228, 6.829, -3.893)  -0.33
O (15.125, 6.201, -4.957)  -0.71
O (15.194, 8.068, -3.837)  -0.28
H (15.384, 5.290, -3.303)  -0.78
C (24.349, 1.826, -1.965)  -1.28
C (23.103, 2.755, -2.042)  -0.81
C (23.379, 4.234, -2.372)  0.28
C (23.993, 4.602, -3.764)  -1.21
N (23.988, 6.117, -4.059)  1.15
C (24.813, 6.201, -5.352)  -0.60
C (25.948, 7.226, -5.138)  -0.79
C (25.614, 7.912, -3.760)  -0.74
C (24.838, 6.848, -3.015)  -0.82
C (22.567, 6.673, -4.237)  -1.52
C (21.737, 6.027, -5.384)  -0.15
C (20.213, 6.506, -5.302)  0.21
H (25.196, 2.443, -1.664)  0.32
H (24.579, 1.396, -2.940)  0.32
H (24.229, 1.015, -1.247)  0.37
H (22.468, 2.626, -1.165)  0.53
H (22.520, 2.332, -2.859)  0.26
H (24.074, 4.667, -1.654)  0.42
H (22.406, 4.649, -2.109)  -0.43
H (23.516, 3.995, -4.534)  0.59
H (24.993, 4.175, -3.838)  0.62
H (24.173, 6.771, -6.026)  0.08
H (24.939, 5.324, -5.987)  0.58
H (26.075, 7.962, -5.933)  0.44
H (26.820, 6.579, -5.045)  0.33
H (24.875, 8.712, -3.814)  0.29
H (26.526, 8.247, -3.266)  0.43
H (24.160, 7.191, -2.234)  0.37
H (25.574, 6.136, -2.640)  0.53
H (22.689, 7.730, -4.473)  0.48
H (22.111, 6.634, -3.247)  0.48
H (21.769, 4.940, -5.463)  0.42
H (22.103, 6.464, -6.313)  0.40
H (19.494, 5.724, -5.059)  -0.14
H (19.692, 6.664, -6.247)  -0.80
H (20.121, 7.340, -4.606)  0.31
C (10.028, 1.123, -0.750)  -0.40
C (8.618, 0.644, -0.990)  -1.07
C (8.111, 0.991, -2.428)  -0.73
C (8.826, 0.242, -3.612)  -0.49
N (8.697, 0.814, -5.079)  0.21
C (7.139, 1.226, -5.228)  -0.70
C (6.343, -0.051, -5.323)  -0.68
C (7.275, -0.999, -6.090)  -0.62
C (8.672, -0.355, -6.145)  -0.68
C (9.647, 2.014, -5.478)  -0.82
C (11.117, 1.625, -5.239)  0.50
C (12.141, 2.297, -6.204)  -1.43
H (10.379, 0.854, 0.246)  0.48
H (10.138, 2.204, -0.841)  0.16
H (10.696, 0.584, -1.421)  -0.11
H (7.914, 0.973, -0.226)  0.39
H (8.497, -0.439, -1.008)  0.40
H (8.107, 2.063, -2.625)  0.41
H (7.052, 0.741, -2.483)  0.35
H (8.571, -0.818, -3.637)  0.41
H (9.898, 0.179, -3.429)  0.32
H (7.109, 1.709, -6.205)  0.55
H (6.751, 1.930, -4.492)  0.44
H (5.462, 0.093, -5.949)  0.41
H (6.016, -0.377, -4.336)  0.33
H (6.922, -1.289, -7.080)  0.42
H (7.289, -1.892, -5.466)  0.29
H (8.703, 0.207, -7.079)  0.44
H (9.508, -1.048, -6.047)  0.36
H (9.363, 2.792, -4.769)  0.32
H (9.395, 2.267, -6.508)  0.48
H (11.241, 0.544, -5.317)  0.43
H (11.328, 1.913, -4.210)  -0.15
H (12.180, 1.879, -7.210)  0.40
H (13.152, 2.273, -5.798)  0.08
H (11.916, 3.357, -6.321)  0.32
C (19.050, 3.954, -2.697)  -1.07
C (19.294, 4.926, -1.545)  -0.26
C (18.122, 4.971, -0.598)  1.33
C (18.424, 6.065, 0.526)  -1.56
N (17.297, 6.343, 1.579)  1.09
C (17.703, 7.252, 2.757)  -0.50
C (18.320, 6.427, 3.870)  -0.58
C (18.102, 4.963, 3.407)  -1.06
C (17.086, 4.995, 2.336)  -0.31
C (15.954, 6.805, 0.907)  -1.06
C (16.250, 8.014, -0.010)  0.87
C (14.884, 8.546, -0.499)  -1.69
H (18.068, 4.036, -3.163)  0.06
H (19.276, 2.929, -2.402)  0.39
H (19.714, 4.108, -3.548)  0.28
H (19.432, 5.959, -1.863)  0.06
H (20.200, 4.545, -1.074)  0.31
H (17.691, 4.022, -0.281)  -0.02
H (17.225, 5.426, -1.020)  -0.73
H (18.505, 7.035, 0.036)  0.05
H (19.341, 5.847, 1.073)  1.04
H (16.811, 7.714, 3.180)  0.48
H (18.313, 8.124, 2.517)  -0.07
H (17.817, 6.546, 4.830)  0.35
H (19.390, 6.626, 3.927)  0.34
H (17.752, 4.261, 4.163)  0.53
H (19.041, 4.583, 3.002)  0.35
H (16.124, 5.225, 2.796)  0.41
H (17.072, 4.073, 1.756)  0.16
H (15.321, 6.978, 1.777)  0.78
H (15.627, 5.901, 0.393)  0.03
H (16.796, 7.708, -0.902)  -0.06
H (16.857, 8.788, 0.461)  0.14
H (14.082, 7.827, -0.331)  0.58
H (14.868, 8.896, -1.531)  -0.26
H (14.622, 9.408, 0.115)  0.67
C (18.896, 2.766, -7.585)  -0.80
C (18.043, 3.246, -8.809)  -0.83
C (17.408, 4.585, -8.393)  0.74
C (16.776, 5.395, -9.553)  -1.54
N (16.196, 6.737, -9.047)  1.25
C (14.917, 6.478, -8.226)  -0.50
C (13.749, 6.219, -9.186)  -0.66
C (14.110, 7.074, -10.458)  -0.96
C (15.584, 7.467, -10.296)  -0.76
C (17.213, 7.627, -8.298)  -1.20
C (18.504, 7.913, -9.058)  -0.97
C (19.400, 8.846, -8.298)  -0.33
H (18.256, 2.365, -6.799)  0.05
H (19.509, 3.546, -7.134)  0.14
H (19.554, 1.991, -7.978)  0.48
H (17.323, 2.530, -9.205)  0.42
H (18.726, 3.471, -9.628)  0.44
H (18.278, 5.144, -8.049)  -0.33
H (16.649, 4.301, -7.663)  0.22
H (15.868, 4.892, -9.884)  0.72
H (17.380, 5.554, -10.447)  0.47
H (14.627, 7.418, -7.758)  0.02
H (15.092, 5.687, -7.498)  0.08
H (12.777, 6.508, -8.786)  0.39
H (13.689, 5.139, -9.315)  0.48
H (13.510, 7.981, -10.518)  0.29
H (14.045, 6.501, -11.383)  0.38
H (15.801, 8.529, -10.184)  0.49
H (16.127, 7.203, -11.203)  0.45
H (17.291, 7.051, -7.376)  0.52
H (16.729, 8.556, -7.996)  0.87
H (18.117, 8.218, -10.031)  0.58
H (18.914, 6.940, -9.330)  0.31
H (20.277, 9.110, -8.889)  0.49
H (19.617, 8.369, -7.342)  -0.20
H (18.954, 9.787, -7.978)  -0.16
C (19.742, 14.769, -8.959)  -1.23
C (18.466, 13.831, -8.944)  -0.57
C (18.007, 13.555, -7.525)  -0.43
C (16.501, 13.286, -7.322)  -1.49
N (15.999, 13.204, -5.821)  1.16
C (14.475, 12.886, -5.681)  -0.13
C (13.666, 14.111, -5.402)  -0.65
C (14.578, 14.924, -4.562)  -0.79
C (15.984, 14.631, -5.178)  -0.44
C (16.936, 12.200, -5.095)  -0.76
C (16.833, 10.767, -5.647)  1.66
C (17.802, 9.817, -4.894)  -0.67
H (20.482, 14.332, -8.287)  0.30
H (19.422, 15.774, -8.687)  0.34
H (20.261, 14.853, -9.914)  0.40
H (18.624, 12.925, -9.528)  0.31
H (17.620, 14.370, -9.370)  0.37
H (18.318, 14.356, -6.855)  0.53
H (18.652, 12.746, -7.181)  0.32
H (16.119, 12.333, -7.689)  0.42
H (15.835, 14.030, -7.759)  0.69
H (14.361, 12.122, -4.912)  -0.41
H (14.164, 12.320, -6.558)  0.25
H (12.753, 13.936, -4.834)  0.28
H (13.356, 14.547, -6.352)  0.46
H (14.486, 14.696, -3.500)  0.20
H (14.534, 16.005, -4.690)  0.43
H (16.697, 14.631, -4.353)  0.28
H (16.302, 15.268, -6.003)  0.56
H (16.684, 12.297, -4.039)  -0.71
H (17.926, 12.656, -5.072)  0.56
H (17.040, 10.629, -6.708)  -0.35
H (15.783, 10.485, -5.568)  -0.50
H (17.645, 8.812, -5.284)  -0.08
H (17.622, 9.818, -3.819)  -0.05
H (18.833, 10.168, -4.944)  0.74
C (21.078, 12.265, 4.998)  -1.19
C (20.080, 11.386, 4.120)  -0.83
C (20.637, 10.938, 2.773)  1.08
C (20.766, 12.080, 1.742)  -1.02
N (21.110, 11.620, 0.259)  0.26
C (20.909, 12.806, -0.748)  -0.69
C (20.582, 12.071, -2.078)  -0.98
C (19.906, 10.683, -1.775)  1.11
C (19.964, 10.562, -0.249)  -1.02
C (22.451, 10.906, 0.200)  -1.22
C (23.648, 11.633, 0.911)  -0.26
C (24.932, 10.853, 0.713)  -1.45
H (22.022, 11.720, 5.014)  0.32
H (20.757, 12.226, 6.039)  0.40
H (21.304, 13.271, 4.646)  0.30
H (19.096, 11.824, 3.955)  0.45
H (19.833, 10.516, 4.728)  0.35
H (19.939, 10.184, 2.407)  -0.93
H (21.608, 10.481, 2.963)  0.27
H (21.575, 12.734, 2.068)  0.50
H (19.810, 12.587, 1.610)  0.66
H (21.729, 13.524, -0.745)  0.56
H (19.947, 13.292, -0.582)  0.29
H (21.522, 11.879, -2.596)  0.41
H (19.975, 12.644, -2.779)  0.45
H (20.407, 9.774, -2.107)  0.13
H (18.844, 10.774, -2.007)  -0.73
H (20.301, 9.645, 0.236)  0.45
H (18.972, 10.802, 0.134)  0.30
H (22.634, 10.714, -0.858)  0.77
H (22.264, 9.917, 0.618)  0.52
H (23.536, 11.678, 1.994)  0.20
H (23.591, 12.636, 0.489)  0.39
H (25.051, 10.504, -0.313)  0.30
H (24.991, 9.939, 1.303)  0.38
H (25.837, 11.425, 0.919)  0.40
C (11.804, 12.856, -1.004)  -1.67
C (12.058, 12.198, -2.384)  0.64
C (11.626, 10.756, -2.516)  -0.64
C (12.028, 10.202, -3.875)  -1.01
N (11.369, 8.907, -4.541)  1.08
C (12.171, 8.518, -5.819)  0.46
C (11.155, 8.329, -6.918)  -0.72
C (10.120, 9.394, -6.652)  -0.86
C (9.996, 9.370, -5.114)  -0.59
C (11.284, 7.692, -3.512)  -0.53
C (10.756, 6.344, -4.138)  -0.15
C (10.457, 5.235, -3.044)  -0.72
H (12.197, 12.154, -0.269)  0.37
H (10.772, 13.082, -0.736)  0.40
H (12.313, 13.818, -0.941)  0.42
H (13.121, 12.183, -2.627)  -0.31
H (11.592, 12.873, -3.102)  0.27
H (10.555, 10.849, -2.335)  0.28
H (12.112, 10.266, -1.672)  0.29
H (13.035, 9.885, -3.603)  0.19
H (12.083, 11.058, -4.547)  0.53
H (12.879, 7.695, -5.716)  -0.42
H (12.733, 9.444, -5.944)  -0.04
H (10.777, 7.307, -6.906)  0.22
H (11.788, 8.383, -7.803)  0.58
H (9.165, 9.154, -7.118)  0.40
H (10.490, 10.382, -6.927)  0.34
H (9.193, 8.716, -4.773)  0.47
H (9.777, 10.380, -4.766)  0.32
H (10.614, 7.991, -2.705)  0.51
H (12.339, 7.610, -3.252)  -0.02
H (11.299, 6.063, -5.040)  0.04
H (9.762, 6.597, -4.507)  0.38
H (10.733, 5.529, -2.032)  0.52
H (10.908, 4.288, -3.341)  -0.58
H (9.377, 5.173, -2.918)  0.69
C (15.919, -0.046, -6.756)  -1.07
C (14.839, -0.911, -5.990)  -0.90
C (14.552, -0.403, -4.481)  -0.49
C (15.772, -0.022, -3.521)  -1.01
N (15.267, 0.193, -2.096)  0.73
C (16.493, 0.780, -1.309)  0.13
C (16.786, -0.330, -0.328)  -0.95
C (15.514, -0.999, -0.015)  -0.29
C (14.936, -1.139, -1.422)  -0.77
C (14.094, 1.197, -1.955)  -0.85
C (14.390, 2.585, -2.737)  1.15
C (13.464, 3.689, -2.124)  0.98
H (16.098, -0.446, -7.754)  0.50
H (16.902, -0.272, -6.341)  0.35
H (15.828, 1.038, -6.683)  0.15
H (15.084, -1.973, -5.954)  0.44
H (13.951, -0.928, -6.623)  0.38
H (13.788, -1.000, -3.983)  0.54
H (13.925, 0.482, -4.590)  -0.34
H (16.246, 0.915, -3.814)  0.58
H (16.520, -0.814, -3.523)  0.70
H (16.283, 1.753, -0.865)  0.04
H (17.310, 0.822, -2.030)  -0.02
H (17.261, 0.073, 0.566)  0.45
H (17.540, -1.042, -0.663)  0.44
H (14.828, -0.381, 0.564)  -0.03
H (15.528, -1.942, 0.531)  0.52
H (13.899, -1.455, -1.528)  0.33
H (15.454, -1.965, -1.909)  0.50
H (14.032, 1.381, -0.883)  0.03
H (13.232, 0.672, -2.367)  0.47
H (14.212, 2.530, -3.810)  -0.39
H (15.446, 2.831, -2.628)  -0.12
H (13.506, 4.626, -2.679)  -0.04
H (13.606, 3.972, -1.081)  -0.70
H (12.455, 3.313, -2.289)  -0.61
C (12.886, 4.032, 1.724)  0.61
F (11.918, 3.842, 0.783)  -0.16
F (13.762, 5.033, 1.325)  -0.35
F (12.316, 4.354, 2.916)  -0.23
S (14.017, 2.417, 2.054)  0.99
O (15.280, 2.685, 1.385)  -0.49
O (14.115, 2.366, 3.555)  -0.69
O (13.275, 1.280, 1.496)  -0.65

Summary:
net charge: +5
LUMO level: -8.17 eV
gap between HOMO and LUMO: 0.2401 hartree
F_max: 4.82 eV/Å
DFT total energy: -145822.0454 eV